(1)
The following is a DFT calculation (ωB97M-V/def2-TZVPD) of C48H60BrIN4S3TeTl as an isolated structure.

Geometry (Å):
Tl -0.31608 0.05894 0.01495
C 3.53830 2.46683 5.17633
C 2.53555 3.03479 4.16994
C 1.56237 2.01262 3.67341
C 0.31756 1.72062 4.15623
C -0.36624 2.34046 5.33089
C 0.01026 1.65289 6.64429
C -0.23107 0.69704 3.28495
N 0.64027 0.44359 2.28706
C 1.74853 1.17862 2.50172
C 2.90950 1.12377 1.72591
C 3.12457 0.36929 0.57677
C 4.39089 0.27943 -0.12834
C 5.65390 0.94182 0.32264
C 5.67664 2.43010 -0.03334
C 4.16868 -0.50936 -1.21960
C 2.77806 -0.92673 -1.13580
C 2.13739 -1.79134 -2.02899
C 0.89595 -2.38882 -1.87058
N 0.07816 -2.24750 -0.81465
C -0.97694 -3.06874 -0.94540
C -1.96065 -3.27409 0.00983
C -2.13858 -2.57436 1.20701
N -1.41867 -1.51010 1.59412
C -1.93540 -1.05825 2.75889
C -1.43668 0.01825 3.48625
C -3.07044 -1.88263 3.13783
C -3.17850 -2.84961 2.18226
C -4.16965 -3.96387 2.08920
C -5.36344 -3.58174 1.21079
C -3.93762 -1.67957 4.33803
C -3.42740 -2.43971 5.56528
C -0.93591 -3.75506 -2.24214
C 0.30558 -3.30761 -2.84924
C 1.11497 -4.09915 -3.82820
C 1.98612 -5.13371 -3.11588
C -1.58218 -5.08688 -2.49586
C -3.08752 -5.04740 -2.75693
N 2.18912 -0.36126 -0.07073
C 5.14382 -0.89002 -2.28839
C 6.03586 -2.06098 -1.86381
H 4.23011 3.23922 5.51362
H 4.10894 1.65652 4.72919
H 3.01817 2.07303 6.04539
H 3.07946 3.45169 3.31734
H 1.98757 3.85539 4.64242
H -1.44876 2.28577 5.19727
H -0.10045 3.40206 5.38441
H -0.17065 0.58334 6.57229
H -0.57352 2.04983 7.47370
H 1.06378 1.80198 6.86451
H 3.75067 1.70766 2.08137
H 6.51934 0.45304 -0.13201
H 5.75255 0.83183 1.40732
H 5.65414 2.55915 -1.11332
H 6.57945 2.89844 0.35744
H 4.80918 2.93715 0.38443
H 2.69432 -2.07723 -2.91204
H -2.67609 -4.05933 -0.19436
H -2.01503 0.32090 4.34963
H -4.53031 -4.22298 3.08813
H -3.68099 -4.84887 1.67169
H -5.83292 -2.67978 1.59708
H -6.10202 -4.38282 1.19224
H -5.04354 -3.37824 0.19051
H -4.95552 -2.00561 4.10730
H -3.98216 -0.61460 4.58042
H -3.45200 -3.51391 5.39203
H -4.04433 -2.21642 6.43608
H -2.39945 -2.15887 5.78416
H 1.75495 -3.42656 -4.40798
H 0.44677 -4.60308 -4.53398
H 2.60179 -4.64725 -2.36267
H 2.63654 -5.64091 -3.82665
H 1.37138 -5.88086 -2.61918
H -1.38746 -5.72508 -1.62455
H -1.10343 -5.55757 -3.36053
H -3.62603 -4.53005 -1.96770
H -3.47156 -6.06347 -2.83529
H -3.28636 -4.52348 -3.69124
H 5.77588 -0.02750 -2.52636
H 4.60620 -1.16167 -3.20219
H 6.58861 -1.81538 -0.95820
H 6.75322 -2.30232 -2.64976
H 5.42614 -2.93755 -1.65397
C 0.79409 2.92331 -5.04236
C 1.82751 2.53105 -4.00800
S 1.04985 1.84325 -2.48345
C 1.70209 2.98738 -1.21654
C 0.62204 3.66203 -0.38383
S -0.90052 4.14397 -1.25607
C -0.42947 5.62590 -2.20766
C 0.38150 5.35530 -3.46286
S -0.47733 4.13751 -4.52709
H 0.19250 2.04959 -5.29180
H 1.27739 3.31285 -5.94249
H 2.46588 3.36946 -3.73457
H 2.46049 1.74721 -4.42912
H 2.33689 3.71500 -1.72095
H 2.32120 2.38402 -0.55216
H 1.02232 4.54524 0.11785
H 0.25885 2.96090 0.36886
H 0.10121 6.31179 -1.54633
H -1.38924 6.06318 -2.47952
H 1.36764 4.97892 -3.21259
H 0.49326 6.27795 -4.03714
Te -1.37395 -2.17163 -3.80743
Br -7.41336 0.41257 -0.80392
C -6.12038 1.44373 -1.73365
C -6.57154 2.48136 -2.53107
C -5.66459 3.21151 -3.27818
C -4.31276 2.91311 -3.21016
C -3.86613 1.88974 -2.39298
C -4.76768 1.14054 -1.64924
I -4.05732 -0.45435 -0.46844
H -7.63046 2.69376 -2.56574
H -6.02747 4.00032 -3.92039
H -3.59514 3.46724 -3.79575
H -2.81308 1.66012 -2.33994

## Properties
Highest occupied orbital energy in eV: -3.5
Energy relative to the best compared isomer or geometry (same formula, charge and spin) in kcal per mole: 27.0
Charge: -1
Kohn-Sham gap in eV: 5.3

---

(2)
The following is a DFT calculation (ωB97M-V/def2-TZVPD) of C48H60Cl2O4SSc as an isolated structure in a non-equilibrium geometry.

Geometry (Å):
Sc -1.25876 -2.36242 1.91548
C -4.48876 -2.72126 1.44341
O -3.33108 -1.87483 1.14996
C -3.45659 -0.78692 0.36177
C -3.19076 -0.92957 -1.03338
C -2.66905 -2.16205 -1.71782
C -1.23630 -2.09043 -2.05002
C -0.79391 -1.96956 -3.37415
C 0.56284 -2.03376 -3.69294
C 1.49362 -2.24669 -2.67335
C 1.06291 -2.53715 -1.32653
C 2.13113 -2.78073 -0.26655
C 2.46065 -1.58095 0.62605
C 3.44042 -0.71279 0.22497
C 3.77320 0.40219 0.99833
C 3.02656 0.63510 2.14824
C 2.01986 -0.23312 2.66671
C 1.17980 0.16780 3.90283
C -0.00393 1.06563 3.57856
C 0.28576 2.42121 3.32793
C -0.71297 3.33695 3.09951
C -1.98417 2.84573 2.88561
C -2.31233 1.48974 2.88094
C -3.58544 0.93847 2.45194
C -3.61896 0.49561 0.93652
C -3.59839 1.56162 0.07921
C -3.63238 1.42234 -1.31491
C -3.35467 0.20908 -1.85007
C -3.91792 2.61945 -2.18425
C -3.79817 2.29095 -3.67980
C -5.35113 3.07841 -1.88736
C -2.97995 3.82166 -1.90622
C -1.27725 0.59293 3.22943
O -1.50832 -0.72322 3.15871
C -0.53010 4.84893 2.86429
C -0.85155 5.22570 1.40492
C 0.91960 5.31947 3.13653
C -1.45708 5.54731 3.92368
C 1.76148 -1.38770 1.87610
O 0.97028 -2.45124 2.31837
C 1.57088 -3.20345 3.43340
C 4.96153 1.30659 0.65130
C 6.04645 0.58642 -0.23843
C 5.64948 1.87909 1.94675
C 4.23807 2.41804 -0.17479
C -0.31520 -2.47961 -1.05542
O -0.82414 -2.91774 0.10536
C 1.03070 -1.75566 -5.17227
C 2.38451 -0.96994 -5.13848
C -0.01508 -0.97166 -5.96631
C 1.30930 -3.10346 -5.88299
H -5.18722 -2.63219 0.62990
H -4.91991 -2.26884 2.30750
H -4.18315 -3.80357 1.59422
H -3.14916 -2.22819 -2.70092
H -2.81791 -3.11490 -1.09655
H -1.51421 -1.63898 -4.07040
H 2.54853 -2.49102 -2.88899
H 3.12372 -2.84956 -0.78380
H 1.80311 -3.62261 0.33337
H 3.92863 -0.98794 -0.71984
H 3.34449 1.48492 2.75321
H 1.80142 0.74141 4.58523
H 0.77853 -0.72568 4.44000
H 1.35626 2.60045 3.25488
H -2.81323 3.56620 2.76359
H -4.36481 1.74966 2.44935
H -3.88406 0.04529 2.97154
H -3.82221 2.54538 0.47231
H -3.14736 0.09706 -2.91583
H -4.56512 1.53696 -4.00006
H -2.80434 1.82869 -3.90498
H -3.87397 3.16710 -4.34973
H -6.13050 2.37596 -2.13665
H -5.51568 4.04974 -2.36396
H -5.38580 3.28999 -0.80991
H -1.93108 3.58004 -2.10578
H -2.95068 4.22591 -0.89086
H -3.31440 4.61162 -2.59923
H -0.39490 4.45538 0.71637
H -0.57241 6.26209 1.06769
H -1.96057 5.04893 1.30126
H 1.72366 4.89119 2.49946
H 1.18226 5.06411 4.19446
H 1.02366 6.41053 3.00793
H -2.50262 5.54286 3.50297
H -1.20337 6.62028 4.12986
H -1.44036 5.05419 4.89640
H 1.19959 -4.18824 3.30056
H 1.19226 -2.78739 4.32727
H 2.66481 -3.19165 3.36526
H 6.61329 -0.19436 0.26179
H 6.79544 1.36698 -0.59206
H 5.61659 0.15431 -1.17134
H 5.84548 1.02962 2.56857
H 5.12108 2.61800 2.51426
H 6.63989 2.28943 1.59463
H 3.92309 2.12298 -1.19749
H 4.89700 3.29144 -0.17774
H 3.29298 2.83121 0.28022
H 2.34280 -0.17515 -4.33660
H 2.42346 -0.42788 -6.07547
H 3.24845 -1.64791 -4.90586
H -0.51462 -0.10237 -5.44124
H -0.81641 -1.66981 -6.28068
H 0.45309 -0.62634 -6.93521
H 2.04908 -3.71473 -5.35074
H 1.76129 -2.86443 -6.84679
H 0.45256 -3.72098 -6.12495
S -2.37720 -5.24556 4.06143
C -1.89843 -3.98440 3.22855
Cl 4.16932 -10.21699 1.65734
C 3.00037 -11.08732 0.72614
Cl 1.25795 -11.00546 1.40072
H 3.18462 -12.15195 0.84102
H 2.97220 -10.72404 -0.36631

## Properties
Highest occupied orbital energy (spin up / spin down) in eV: -6.4 / -7.6
2S+1: 2
Kohn-Sham gap (spin up / spin down) in eV: 6.3 / 7.7
⟨S²⟩: 0.754

---

Number 1: E -179348.22864 eV. Number 2: E -115520.61550 eV.